Entry 1:
Entry from the OMol25 dataset: a cluster of 2 separate species, C2N3O3 in total in a non-equilibrium geometry (wB97M-V/def2-TZVPD).

XYZ file:
```
8
C2N3O3 | the OMol25 dataset | wB97M-V/def2-TZVPD
C 0.693 -1.081 0.549
C -1.429 0.202 0.108
N 1.280 -2.004 0.991
N 0.947 1.199 -0.896
N 0.041 0.002 0.405
O -1.612 1.371 -0.097
O -2.038 -0.819 -0.120
O 2.118 1.131 -0.941
```

* charge: -1
* Kohn-Sham gap (spin up / spin down): 7.30 / 7.23 eV
* HOMO energy (spin up / spin down): -4.9 / -4.8 eV
* energy: -466.14801 a.u.
* ΔE to the lowest compared entry with this formula, charge and spin: 201.9 kJ/mol

Entry 2:
Entry from the OMol25 dataset: the ion C2NO4 with charge -1 in a non-equilibrium geometry (wB97M-V/def2-TZVPD).

XYZ file:
```
7
C2NO4 | the OMol25 dataset | wB97M-V/def2-TZVPD
C 1.032 -0.117 -0.049
C -1.104 -0.219 -0.027
N 0.031 -0.946 -0.098
O 2.403 -0.422 0.085
O -2.227 -0.674 0.088
O 0.639 1.195 -0.001
O -0.774 1.183 0.003
```

* charge: -1
* Kohn-Sham gap: 9.20 eV
* HOMO energy: -5.1 eV
* energy: -431.93430 a.u.
* ΔE to the lowest compared entry with this formula, charge and spin: 90.2 kJ/mol

Entry 3:
Entry from the OMol25 dataset: a cluster of 2 separate species, C2NO4 in total in a non-equilibrium geometry (wB97M-V/def2-TZVPD).

XYZ file:
```
7
C2NO4 | the OMol25 dataset | wB97M-V/def2-TZVPD
C 1.984 0.297 -0.155
C -2.012 -0.214 0.269
N 2.744 -0.652 0.139
O -2.419 -0.901 1.130
O -0.894 0.296 -0.207
O -2.605 0.454 -0.678
O 3.203 0.720 -0.497
```

* charge: -1
* Kohn-Sham gap (spin up / spin down): 9.37 / 5.26 eV
* HOMO energy (spin up / spin down): -5.7 / -4.3 eV
* energy: -431.71648 a.u.
* ΔE to the lowest compared entry with this formula, charge and spin: 662.1 kJ/mol